119
Properties=species:S:1:pos:R:3:forces:R:3:lowdin_charge:R:1 method="wB97M-V/def2-TZVPD" homo_ev=-10.38 e_tot_ev=-189821.957 charge=+2 lumo_energy_ev=-5.78 max_force_ev_per_a=1.24
Mn -0.34748 -0.60568 -0.22067 -1.19 0.13 0.33 0.4646
Cl 4.36946 -5.37446 2.50347 -0.01 0.02 0.00 0.7169
C 3.13741 -4.50530 1.66195 0.02 -0.01 0.01 -0.6555
C 2.20534 -5.18834 0.89534 -0.01 0.02 0.02 -0.0569
C 1.25928 -4.47827 0.17749 0.05 0.02 -0.04 -0.0136
C 1.23713 -3.09062 0.19667 -0.21 -0.01 0.15 -0.3153
O 0.38136 -2.42377 -0.65420 0.48 -0.39 -0.26 -0.4747
C 2.06555 -2.41094 1.10592 -0.02 0.08 -0.07 -0.1147
C 1.80752 -1.07294 1.60989 -0.18 -0.05 0.05 -0.0147
N 0.71680 -0.43434 1.38730 0.43 0.21 0.39 0.0128
C 0.34803 0.66344 2.22148 0.01 -0.08 -0.10 -0.1884
C 0.84840 0.91049 3.49567 -0.01 0.06 0.00 0.0028
C 0.37186 1.99820 4.21148 -0.01 -0.03 -0.04 -0.0437
C -0.58657 2.83877 3.66494 0.01 -0.03 0.00 -0.0040
C -1.11544 2.58025 2.40420 0.00 0.03 0.02 -0.1274
C -1.99207 3.51457 1.70594 0.01 0.02 0.03 0.0451
C -2.14970 3.40806 0.38674 -0.09 -0.03 -0.07 -0.1889
C -1.67689 2.22890 -0.41141 -0.05 -0.17 0.06 -0.2484
N -1.27857 1.08766 0.46718 -0.05 0.12 0.01 -0.1898
C -0.67100 1.45576 1.71911 -0.03 -0.06 -0.08 -0.1327
C 3.04112 -3.13554 1.79840 -0.02 -0.03 -0.01 -0.0409
H 2.22414 -6.26783 0.85786 0.01 -0.04 -0.01 0.1219
H 0.52645 -5.00661 -0.41415 0.01 -0.01 -0.09 0.1129
H 2.51823 -0.68888 2.33757 0.02 -0.03 0.02 0.1362
H 1.58364 0.25778 3.94320 0.01 -0.02 0.01 0.1144
H 0.75716 2.19357 5.20189 0.01 0.01 0.02 0.1168
H -0.92557 3.70634 4.21519 0.00 0.02 0.01 0.1226
H -2.39004 4.35818 2.25660 0.00 0.02 0.01 0.1348
H -3.23620 3.85477 -1.32438 -0.04 0.07 -0.10 0.1484
H -0.80220 2.52003 -1.00324 -0.02 -0.05 -0.04 0.1010
H 3.69475 -2.61902 2.48838 0.02 0.00 0.03 0.1232
C -0.33360 0.77571 -5.95643 -0.04 0.08 0.00 0.0109
N -0.18518 0.46717 -4.54677 0.08 -0.08 0.02 -0.0621
C 0.91295 0.92427 -3.71002 -0.05 0.05 -0.01 -0.0101
C 0.44743 0.40516 -2.37452 0.08 0.21 0.01 -0.5299
O 1.00926 0.48441 -1.27355 0.14 0.04 -0.14 0.0131
N -0.74862 -0.19393 -2.46795 -0.02 -0.08 -0.17 0.0728
C -1.11095 -0.09893 -3.76868 -0.03 0.12 0.04 -0.4716
N -2.27480 -0.54561 -4.21130 0.12 -0.21 -0.11 0.2357
H 0.65325 0.94882 -6.37844 -0.01 0.00 -0.01 0.1050
H -0.94729 1.66661 -6.10487 -0.01 0.01 0.00 0.0876
H -0.77321 -0.07275 -6.48039 0.01 -0.01 -0.01 0.0989
H 0.98687 2.01475 -3.69484 0.00 0.00 -0.04 0.1426
H 1.87442 0.50323 -4.00654 -0.01 -0.05 0.03 0.1463
H -2.95848 -0.77087 -3.50405 -0.06 0.12 0.05 0.0834
H -2.60128 -0.30845 -5.13216 -0.02 0.02 -0.01 0.1200
C 4.76487 -7.62809 -3.60650 0.00 0.01 0.01 -0.0279
C 3.80589 -6.52564 -3.26848 -0.02 -0.05 -0.02 -0.2321
C 2.43146 -6.72472 -3.33450 0.01 -0.01 0.03 0.0008
C 1.52720 -5.71333 -3.04660 0.06 0.03 0.07 -0.3149
C 0.05850 -6.04313 -3.10062 0.00 0.01 0.01 -0.0879
C 2.03969 -4.44444 -2.70112 0.04 0.02 0.02 -0.4825
Te 0.76329 -2.82777 -2.73244 -0.24 0.09 0.03 1.6361
C 3.42874 -4.23335 -2.56198 -0.01 -0.12 0.01 -0.2989
C 4.04001 -2.95251 -2.06320 -0.04 0.03 0.01 -0.0597
C 4.28068 -5.28424 -2.85853 0.00 0.06 0.07 -0.0004
H 4.24542 -8.52076 -3.94654 -0.01 -0.02 0.00 0.0819
H 5.37142 -7.89225 -2.73965 0.01 0.00 0.02 0.0935
H 5.44880 -7.30708 -4.39240 0.01 0.00 -0.02 0.0931
H 2.05239 -7.70230 -3.60683 0.00 -0.02 -0.02 0.1263
H -0.09178 -7.08371 -2.81716 -0.01 -0.02 -0.02 0.0884
H -0.33758 -5.91798 -4.10965 -0.02 0.02 -0.01 0.0908
H -0.53451 -5.41535 -2.43593 0.01 -0.04 -0.04 0.0316
H 3.30578 -2.26959 -1.63844 0.04 -0.01 -0.02 0.0294
H 4.56425 -2.43260 -2.86665 0.00 0.02 -0.02 0.0945
H 4.77380 -3.17961 -1.28945 0.02 0.01 0.00 0.0937
H 5.34874 -5.13564 -2.75113 0.04 0.00 -0.02 0.1339
C -6.29702 -1.23531 -1.25068 -0.01 -0.01 0.02 0.0163
C -5.58307 -1.92519 -0.14141 0.07 -0.05 0.08 -0.2191
C -6.06955 -2.98291 0.58733 0.01 0.05 -0.03 0.0561
C -5.28373 -3.51235 1.61886 0.01 -0.06 0.04 -0.2641
N -4.09203 -2.99400 1.93520 0.03 0.13 0.03 0.1393
C -3.67221 -1.96187 1.23674 -0.13 -0.03 -0.07 -0.5513
S -2.17512 -1.17118 1.70310 0.17 -0.05 -0.06 1.0844
N -4.36508 -1.45761 0.20496 -0.01 -0.01 -0.25 0.1292
C -5.74445 -4.69160 2.40620 0.00 0.01 -0.01 -0.0051
H -7.04005 -1.89116 -1.69739 0.00 0.00 0.00 0.0967
H -5.59317 -0.88991 -2.00825 0.00 0.01 0.00 0.0716
H -6.80311 -0.35105 -0.85516 0.01 0.03 0.02 0.0998
H -7.03835 -3.40179 0.36030 -0.02 -0.01 0.00 0.1366
H -3.87247 -0.68691 -0.30483 0.07 0.14 0.21 0.0580
H -6.78375 -4.57083 2.70960 -0.01 0.00 0.01 0.0965
H -5.11460 -4.83341 3.27921 0.00 0.00 0.00 0.0904
H -5.69246 -5.58635 1.78238 0.01 -0.02 0.00 0.1017
C -2.14249 -0.02358 0.33476 0.52 -0.10 -0.11 -0.5449
Ge -3.21050 1.56572 -1.67875 0.03 -0.09 0.08 1.0384
C -4.80901 2.19419 -0.64160 -0.06 -0.07 -0.09 -0.3607
C -5.87664 2.87986 -1.23251 0.05 -0.06 0.07 -0.1296
C -7.04306 3.15365 -0.53032 -0.03 -0.01 0.02 -0.0835
C -7.18231 2.73723 0.78756 0.00 0.03 -0.04 -0.0858
C -6.14003 2.05093 1.39462 0.06 0.02 -0.02 -0.0813
C -4.97142 1.78609 0.68804 0.00 0.00 0.01 -0.1418
C -2.81520 4.49086 -0.42920 0.18 0.19 0.33 -0.2793
C -4.05895 5.07768 0.04374 0.01 -0.10 -0.05 0.0397
C -4.45577 6.31879 -0.37574 0.05 0.07 -0.05 -0.0208
C -3.60759 7.08098 -1.18339 -0.01 -0.08 0.01 0.0155
C -2.33248 6.62976 -1.54303 -0.04 0.00 0.03 -0.0266
C -1.91742 5.39455 -1.13297 -0.02 0.00 0.01 0.0332
C -2.91379 2.86854 -3.20817 -0.05 -0.03 -0.03 -0.3420
C -3.88349 2.93460 -4.21946 0.04 0.03 0.00 -0.1334
C -3.65741 3.61481 -5.40657 0.00 -0.01 -0.01 -0.0792
C -2.43123 4.22610 -5.64312 0.01 0.00 0.00 -0.0932
C -1.43762 4.13582 -4.68186 0.00 0.00 0.03 -0.0974
C -1.68127 3.46547 -3.48614 0.03 -0.05 -0.05 -0.1609
H -5.79642 3.22822 -2.25340 0.00 0.03 -0.10 0.0868
H -7.84636 3.69411 -1.01361 -0.03 0.01 -0.02 0.1086
H -8.08985 2.94903 1.33557 -0.03 0.01 0.01 0.1069
H -6.23068 1.73045 2.42496 0.01 0.00 0.02 0.1077
H -4.16581 1.27074 1.19906 0.02 -0.01 -0.01 0.0829
H -4.69662 4.48101 0.68121 0.00 -0.03 0.05 0.1209
H -5.41000 6.71806 -0.06405 -0.03 0.01 -0.01 0.1238
H -3.93214 8.05874 -1.51422 0.00 0.04 0.01 0.1255
H -1.67052 7.27038 -2.10705 0.00 0.03 -0.02 0.1222
H -0.91066 5.06042 -1.34605 -0.05 0.01 0.01 0.1278
H -4.83340 2.43049 -4.08715 -0.07 -0.01 0.03 0.0894
H -4.43813 3.66522 -6.15443 -0.02 0.00 -0.01 0.1087
H -2.25398 4.75992 -6.56633 0.00 0.01 -0.03 0.1079
H -0.47345 4.59893 -4.85519 0.03 0.00 -0.01 0.1085
H -0.87648 3.41424 -2.75927 -0.01 0.00 -0.06 0.0720

9
Properties=species:S:1:pos:R:3:forces:R:3:lowdin_charge:R:1 method="wB97M-V/def2-TZVPD" homo_ev=-9.76 e_tot_ev=-11911.122 smiles="C=P.N" lumo_energy_ev=-0.17 max_force_ev_per_a=3.73 e_above_lowest_kj_mol=160.68
C -1.40593 0.32411 2.18913 1.36 0.63 0.15 -0.4484
N 1.92190 -0.44240 -2.26691 -1.44 1.18 3.24 -0.0501
P -0.43710 0.76151 0.88862 0.16 0.88 2.02 0.7183
H -1.15434 0.70872 3.18300 0.33 -0.21 -0.30 -0.0229
H -2.18770 -0.39156 2.25757 -0.93 -0.22 -0.54 -0.0289
H 1.72760 -0.74864 -1.25389 0.84 -0.43 -1.84 0.0053
H 1.44301 0.50352 -2.04972 0.64 -1.70 -1.78 0.0223
H 1.35487 -1.07999 -2.84883 -0.03 0.97 0.40 0.0015
H -1.26230 0.36474 -0.09897 -0.92 -1.09 -1.34 -0.1971

80
Properties=species:S:1:pos:R:3:forces:R:3:lowdin_charge:R:1 method="wB97M-V/def2-TZVPD" homo_ev="-6.99 / -7.39" e_tot_ev=-55183.488 charge=+1 lumo_energy_ev="-2.56 / -2.26" max_force_ev_per_a=4.07 e_above_lowest_kj_mol=0.00
Y 1.84755 -0.85221 0.22897 -0.10 -0.06 4.07 1.1103
C -0.16744 -1.12389 2.38715 0.68 -0.59 -0.54 -0.2640
C 0.01986 -2.26880 1.56905 0.70 -0.83 0.81 -0.3243
C 2.01898 -1.80493 2.64187 -0.44 -0.27 -0.14 -0.3253
C 1.06114 -0.82836 3.01829 -0.07 -0.73 -0.33 -0.2739
C 1.37174 -2.74153 1.77467 -0.62 0.88 0.44 -0.3534
C -1.46420 -0.53552 2.82068 -0.37 0.09 0.14 -0.0271
H -2.33197 -1.07612 2.41091 0.31 0.24 0.09 0.0838
H -1.53803 0.52200 2.54129 -0.23 -0.01 0.14 0.0719
H -1.53268 -0.60290 3.92521 -0.05 0.14 -0.51 0.1001
C 1.15578 0.09125 4.17800 0.12 0.60 0.07 -0.0210
H 0.65397 -0.34594 5.06354 0.23 0.19 -0.36 0.1049
H 0.66185 1.04998 3.95153 0.17 -0.14 0.27 0.0879
H 2.20088 0.28592 4.42813 -0.14 0.10 0.15 0.0736
C 3.38494 -1.92685 3.23143 0.51 0.30 0.30 -0.0509
H 3.36045 -2.20879 4.29726 -0.06 -0.01 -0.30 0.0954
H 3.90344 -0.95629 3.18492 0.02 -0.27 0.09 0.0654
H 4.01400 -2.64943 2.70591 -0.12 0.04 0.04 0.0757
C 1.98201 -4.02628 1.34631 0.49 -0.63 -0.04 -0.0683
H 2.33224 -4.60659 2.21242 -0.21 0.11 -0.16 0.0982
H 2.86859 -3.87093 0.71876 -0.02 -0.19 0.11 0.0642
H 1.29011 -4.65518 0.78258 0.03 0.03 0.12 0.0720
C -1.08390 -3.08989 0.98051 -0.35 -0.37 0.17 -0.0779
H -1.57010 -3.67919 1.78820 0.16 0.25 -0.48 0.1069
H -0.72508 -3.81997 0.23010 -0.15 0.33 0.29 0.0667
H -1.85092 -2.45736 0.51326 0.13 -0.29 0.05 0.0523
C -4.53758 1.40070 -0.78900 0.01 0.63 0.57 -0.0712
C -5.04626 1.09719 -1.98637 -0.04 0.01 -0.27 -0.1101
C -4.32426 0.92273 -3.31474 0.77 0.10 -0.26 -0.1652
C -2.83885 1.46126 -3.44947 0.39 0.38 -0.65 -0.1658
C -1.73974 0.39916 -3.03443 -1.47 0.04 -0.45 -0.3481
C -2.31581 -0.31767 -1.86488 1.63 -0.93 2.17 -0.2517
C -2.41683 0.18723 -0.58696 0.19 -0.30 -0.85 -0.1707
C -3.03527 1.51795 -0.35969 -0.49 1.09 0.06 -0.1846
H -4.91862 1.45485 -4.08504 0.28 -0.16 0.43 0.1164
H -2.70779 2.35941 -2.84925 -0.29 0.04 -0.01 0.0737
H -4.36455 -0.13542 -3.63318 0.08 0.27 0.15 0.1185
H -2.55421 2.34931 -0.91321 -0.16 -0.35 0.26 0.0989
H -5.24992 1.63280 0.01762 0.30 -0.38 -0.35 0.1042
H -6.14754 0.95716 -2.10425 0.95 0.33 0.35 0.1175
H -2.96449 1.79392 0.70725 -0.23 -0.03 -0.42 0.1098
H -2.27930 -0.45749 0.30227 -0.92 0.10 -0.76 0.0786
H -2.68084 -1.32364 -1.96884 0.68 -0.57 -0.31 0.0912
H -0.56973 1.04671 0.11811 0.88 0.59 0.35 0.0962
H -2.67998 1.78210 -4.49821 -0.08 -0.17 0.38 0.1094
H -1.70201 -0.30159 -3.88889 0.25 0.18 0.31 0.1049
P 0.09883 0.96230 -2.79476 -2.30 -0.14 -1.85 0.9318
C 0.14599 2.68154 -2.30209 0.49 1.37 -0.47 -0.1629
C 0.81780 0.92481 -4.48078 -0.15 0.30 -0.04 -0.1587
P 0.16502 -1.72410 -1.47019 -1.27 0.36 -1.33 0.8251
C 1.19465 -0.22946 -2.08772 -0.85 -0.46 0.32 -0.5458
C -0.54847 -2.57633 -2.94760 -0.18 -0.96 -0.49 -0.2477
C 1.64018 -2.84959 -1.49129 -0.37 -0.18 -0.18 -0.3106
H 0.26221 2.82758 -1.22161 -0.13 0.14 -0.49 0.0297
H -0.78529 3.18335 -2.65685 0.53 -0.55 0.41 0.0787
H 0.96408 3.19937 -2.84658 -0.28 -0.24 0.54 0.0752
H 1.53414 1.75176 -4.54469 -0.06 -0.20 -0.15 0.0640
H 0.07007 1.02968 -5.26483 0.00 0.11 -0.02 0.0622
H 1.36310 -0.01863 -4.60769 -0.33 0.34 -0.18 0.0527
H 1.96057 -2.80944 -2.51978 0.59 -0.40 -0.25 0.0505
H 1.24735 -3.84219 -1.23636 0.45 0.27 -0.06 0.0587
H 2.50695 -2.59601 -0.83959 0.23 -0.55 -0.51 -0.0252
H 1.89486 0.36520 -1.39790 0.07 0.30 -1.08 0.0108
H 1.82701 -0.62685 -2.87692 0.34 0.22 0.03 0.0468
H -0.44390 -3.64675 -2.75490 0.14 -0.11 -0.23 0.0500
H 0.01369 -2.32246 -3.85033 0.13 -0.15 0.05 0.0536
H -1.60778 -2.42969 -3.16311 0.23 0.31 0.29 0.0315
O 1.64279 1.34569 0.82154 0.04 1.04 -0.55 -0.0668
B 0.28661 1.73092 0.65943 0.23 0.58 1.18 -0.4444
O 0.12203 2.96258 1.28396 -0.67 -0.26 -0.95 0.1719
C 1.31166 3.31774 1.86112 0.85 -0.82 0.87 -0.1985
C 1.50635 4.22122 2.89509 0.24 0.32 0.11 0.0298
C 2.61557 4.00624 3.72972 -0.24 0.28 -0.17 -0.0540
C 3.54650 2.98731 3.49594 0.17 -0.13 -0.87 -0.0560
C 3.43998 2.18692 2.33619 -0.06 0.39 0.60 0.0137
C 2.27682 2.35866 1.59019 -0.45 -0.54 0.72 -0.1509
H 0.80912 5.04713 3.04722 0.12 -0.42 0.22 0.1318
H 2.75458 4.65227 4.59887 -0.09 -0.18 -0.30 0.1166
H 4.36709 2.82197 4.20837 -0.35 0.17 -0.54 0.1213
H 4.21023 1.45838 2.07813 -0.41 -0.01 0.15 0.1199

51
Properties=species:S:1:pos:R:3:forces:R:3:lowdin_charge:R:1 method="wB97M-V/def2-TZVPD" multiplicity=6 homo_ev="-16.89 / -18.16" e_tot_ev=-36508.476 charge=+3 lumo_energy_ev="-10.44 / -13.11" max_force_ev_per_a=0.18 e_above_lowest_kj_mol=0.00
Ir -0.90946 -0.74134 -0.42702 0.01 -0.01 0.06 1.3299
C 0.45728 -2.54712 2.09850 -0.01 0.02 -0.03 -0.0138
C -0.04016 -2.65055 0.68751 -0.16 -0.05 0.02 -0.3599
C 0.85936 -2.67418 -0.40415 -0.01 -0.03 -0.02 -0.0596
C 0.42481 -2.98032 -1.69533 -0.02 0.01 0.02 -0.0449
C -0.93233 -3.19643 -1.95432 0.03 0.00 0.01 -0.0646
C -1.85662 -3.10805 -0.90908 0.00 -0.01 -0.01 -0.0822
C -1.41969 -2.86446 0.40786 0.18 0.03 -0.04 -0.1375
H 0.73008 -3.54479 2.44928 0.00 0.00 0.01 0.1176
H -0.30899 -2.16116 2.76949 0.00 -0.02 0.01 0.0835
H 1.34717 -1.92211 2.16616 0.01 -0.01 0.00 0.0910
H 1.91407 -2.51700 -0.21422 0.00 0.00 0.00 0.1370
H 1.14755 -3.04965 -2.49830 0.00 0.00 0.00 0.1352
H -1.26773 -3.44131 -2.95345 0.01 0.00 0.00 0.1334
H -2.90611 -3.29852 -1.09507 0.00 0.00 0.01 0.1334
H -2.12420 -2.91622 1.22844 -0.01 0.00 0.00 0.1302
C -3.86611 0.10583 2.85997 -0.01 -0.02 -0.03 0.0391
C -3.21160 0.72582 3.90394 0.02 0.01 0.02 0.0224
C -1.86800 1.02464 3.74048 -0.02 -0.01 0.00 0.0857
C -1.21048 0.72583 2.52620 -0.04 -0.02 -0.01 -0.2912
N -1.86468 0.06080 1.51764 0.01 0.04 0.00 0.0087
C -3.14269 -0.22848 1.70135 0.00 0.01 0.02 -0.0875
N 0.05760 1.17262 2.45476 0.02 0.00 -0.06 0.2384
C 0.79194 1.26050 1.36353 0.00 -0.02 0.09 -0.2347
N 0.47944 0.86545 0.10578 -0.01 0.00 -0.01 0.0464
C 1.46253 1.29679 -0.73739 0.04 0.04 -0.01 -0.2301
N 1.47345 1.24516 -2.05260 0.01 0.01 0.02 0.2377
C 0.45714 0.84349 -2.84184 -0.05 -0.03 -0.01 -0.2807
C 0.60381 1.19067 -4.20040 -0.01 0.00 -0.01 0.0866
C -0.42218 0.95735 -5.10529 0.03 0.01 0.01 0.0251
C -1.56895 0.35340 -4.63725 -0.03 -0.02 0.01 0.0366
C -1.63585 -0.03550 -3.28936 0.01 0.02 -0.02 -0.0806
N -0.67285 0.18942 -2.40503 -0.01 0.01 -0.01 -0.0246
C 2.50743 1.94680 0.02966 -0.07 -0.05 0.04 -0.0681
C 3.69913 2.58079 -0.35137 0.03 0.01 0.02 0.1378
C 4.48670 3.18022 0.66348 0.01 0.00 -0.01 0.0268
C 4.07392 3.15992 1.97140 0.03 0.01 0.00 0.0436
C 2.84321 2.53632 2.34853 -0.03 0.00 -0.02 0.1381
C 2.09180 1.92572 1.35130 0.00 0.03 -0.07 -0.0769
H -4.91551 -0.14951 2.91984 0.00 0.00 -0.01 0.1397
H -3.72832 0.97333 4.82151 0.01 0.00 0.00 0.1430
H -1.29095 1.51587 4.51139 0.00 0.00 0.00 0.1419
H -3.63834 -0.76587 0.90126 -0.01 0.00 0.01 0.1213
H 1.52810 1.66898 -4.49277 0.00 0.00 0.00 0.1425
H -0.32298 1.24481 -6.14348 0.01 0.00 0.00 0.1437
H -2.41095 0.15224 -5.28570 -0.01 0.00 0.01 0.1402
H -2.51115 -0.56023 -2.92751 -0.01 0.00 -0.01 0.1214
H 4.00777 2.61178 -1.38894 0.01 0.01 0.00 0.1479
H 5.41704 3.66131 0.39348 0.00 0.01 0.01 0.1409
H 4.67700 3.62721 2.73875 0.01 0.00 0.00 0.1419
H 2.50854 2.54972 3.37838 0.02 0.00 0.01 0.1480

20
Properties=species:S:1:pos:R:3:forces:R:3:lowdin_charge:R:1 method="wB97M-V/def2-TZVPD" homo_ev=-8.67 e_tot_ev=-15498.678 lumo_energy_ev=-0.35 max_force_ev_per_a=3.75 e_above_lowest_kj_mol=204.25
C -2.37566 -0.42077 0.14687 2.19 0.64 -1.02 -0.4577
C -1.40287 -1.56480 -0.02723 -0.62 0.77 0.07 0.0272
C -0.08022 -1.57059 -0.17154 0.18 -1.28 -0.69 -0.0480
C 1.04230 -0.65554 -0.16130 1.98 2.50 -0.07 -0.2380
C 2.35159 -1.17476 -0.12592 -1.01 -0.33 0.46 -0.0215
C 3.43611 -0.37046 0.19090 0.02 -0.84 -0.65 -0.0778
C 3.25920 0.98280 0.26218 0.12 1.65 0.84 -0.0722
C 1.97614 1.52940 0.03791 0.26 -1.76 -1.06 -0.0987
H -3.54307 1.43594 -0.02004 0.60 0.58 -0.01 0.1139
H -0.93207 1.01072 -0.45274 2.35 0.22 -0.41 0.0651
H -1.87545 -2.53769 -0.10792 -0.21 0.20 0.13 0.1138
H 0.28344 -2.58022 -0.38371 0.06 0.17 0.23 0.1085
H 2.46197 -2.23574 -0.27507 0.20 -0.23 0.15 0.1060
H 4.41572 -0.84100 0.30083 -0.26 0.31 0.02 0.1157
H 4.10826 1.62570 0.56000 -0.64 -0.30 -0.40 0.1127
H 1.82234 2.59913 -0.13394 -0.06 -0.38 0.42 0.1144
N -1.83980 0.80104 -0.18844 -2.64 -2.44 1.06 0.0102
N 0.93576 0.71319 -0.20405 -0.37 -0.15 0.60 0.0772
O -2.65905 1.87813 -0.14036 -1.75 0.33 0.17 0.0011
O -3.54751 -0.57914 0.43395 -0.41 0.33 0.16 0.0482